{
  "formula": "C5H6O",
  "method": "ωB97M-V/def2-TZVPD",
  "species": ["C", "C", "C", "C", "C", "O", "H", "H", "H", "H", "H", "H"],
  "positions_angstrom": [[0.418423, 0.017333, 0.934941], [0.597582, 1.417557, 0.326549], [-0.498473, 1.169961, -0.696623], [-0.352735, -0.283245, -0.426983], [-1.479711, -1.256119, -0.649141], [-1.500773, -2.338176, -0.112830], [-0.241698, -0.051888, 1.791471], [0.558923, -0.739784, -0.789364], [1.329235, -0.567681, 1.134146], [1.559029, 1.583373, -0.181692], [0.422617, 2.268000, 0.989041], [-2.286206, -0.933717, -1.347336]],
  "forces_ev_per_a": [[-0.181, 0.022, 0.319], [-0.059, 0.227, 0.130], [0.317, -0.387, 0.371], [0.146, -0.214, 0.279], [0.134, -0.388, 0.283], [-0.149, 0.389, -0.192], [0.006, 0.274, 0.151], [0.105, -0.028, -1.353], [-0.490, 0.091, -0.129], [-0.131, -0.101, 0.128], [0.047, 0.097, -0.164], [0.255, 0.019, 0.177]],
  "gap_ev": 8.4,
  "lumo_ha": -0.01749
}